Record 1
{"formula": "C6H9N", "method": "ωB97M-V/def2-TZVPD", "species": ["C", "C", "N", "H", "H", "H", "C", "C", "C", "C", "H", "H", "H", "H", "H", "H"], "positions_angstrom": [[1.4208, 0.0303, -1.8721], [1.9963, -1.1044, -1.8587], [0.5045, -1.1527, -2.0101], [1.3224, 1.0928, -1.7329], [2.8023, -1.7994, -1.7011], [0.2891, -1.2720, -3.0064], [-0.4202, 2.2762, 0.3256], [-0.5535, 1.0070, 0.6186], [-0.6864, -0.2587, 0.9063], [-1.2795, -0.7676, 2.1934], [0.4737, 2.8318, 0.6000], [-1.2083, 2.8187, -0.1899], [-0.3632, -0.9816, 0.1532], [-0.5352, -1.3273, 2.7715], [-2.1138, -1.4476, 1.9903], [-1.6490, 0.0544, 2.8123]], "forces_ev_per_a": [[0.25, -0.01, 0.06], [0.17, 0.19, 0.05], [-0.30, -0.18, -0.31], [0.01, -0.17, -0.02], [-0.11, 0.12, -0.04], [0.02, 0.00, 0.20], [-0.04, -0.16, 0.05], [0.01, 0.08, 0.00], [0.03, 0.14, -0.08], [-0.06, 0.00, 0.10], [-0.09, -0.10, -0.03], [0.07, -0.07, 0.06], [-0.06, 0.13, 0.12], [-0.10, 0.06, -0.10], [0.11, 0.08, 0.02], [0.07, -0.11, -0.08]], "nbo_charge": [-0.0607, -0.0770, -0.6399, 0.2403, 0.2283, 0.3170, -0.5268, 0.0945, -0.2896, -0.6222, 0.2145, 0.2171, 0.2587, 0.2148, 0.2157, 0.2153], "homo_ev": -8.4, "largest_force_ha_per_bohr": 0.0091, "lumo_energy_ev": 1.09}

---

Record 2
{"formula": "C28H40IrN3O7PS2Se2", "method": "ωB97M-V/def2-TZVPD", "species": ["Ir", "C", "O", "C", "C", "C", "C", "C", "C", "N", "N", "C", "C", "C", "C", "O", "C", "N", "C", "C", "C", "C", "H", "H", "H", "H", "H", "H", "H", "H", "H", "H", "H", "H", "O", "C", "C", "C", "O", "C", "Se", "C", "Se", "H", "H", "H", "H", "H", "H", "H", "H", "H", "H", "C", "C", "C", "O", "P", "S", "S", "O", "C", "C", "C", "H", "H", "H", "H", "H", "H", "H", "H", "H", "H", "H", "H", "H", "H", "C", "O", "H", "H", "H", "H"], "positions_angstrom": [[-1.0332, -1.3142, -0.2334], [4.2809, 1.2770, 4.1594], [3.4450, 1.9473, 5.0817], [2.3090, 1.3020, 5.4733], [1.9818, 0.0022, 5.1021], [0.7798, -0.5554, 5.5117], [-0.1064, 0.1697, 6.3024], [0.2715, 1.4424, 6.7293], [1.4534, 2.0164, 6.3070], [-1.3380, -0.3110, 6.8513], [-2.0908, -1.1237, 6.2751], [-2.0060, -1.4469, 4.9014], [-2.2219, -2.7783, 4.5945], [-2.0795, -3.2977, 3.3118], [-1.7317, -2.4554, 2.2569], [-1.5774, -2.8485, 1.0383], [-1.5848, -1.0508, 2.5496], [-1.2888, -0.2585, 1.4647], [-1.2728, 1.0516, 1.6179], [-1.5735, 1.6544, 2.8492], [-1.8155, 0.8861, 3.9503], [-1.7837, -0.5240, 3.8357], [5.0942, 1.9619, 3.9341], [3.7431, 1.0362, 3.2386], [4.6926, 0.3583, 4.5867], [2.6379, -0.5844, 4.4755], [0.5469, -1.5652, 5.2053], [-0.3972, 1.9769, 7.3924], [1.7357, 3.0155, 6.6121], [-2.4705, -3.4352, 5.4204], [-2.2348, -4.3492, 3.1125], [-1.0321, 1.6312, 0.7368], [-1.6001, 2.7344, 2.9067], [-2.0517, 1.3471, 4.8993], [3.7021, -2.9935, -1.6554], [2.4585, -2.3973, -2.0348], [1.7247, -3.3407, -2.9842], [2.5578, -3.4638, -4.2721], [1.9539, -4.2410, -5.3002], [1.5389, -4.7247, -2.3554], [0.4246, -4.6073, -0.7591], [0.3589, -2.7379, -3.3107], [-0.9607, -3.0041, -1.8743], [4.0406, -2.5077, -0.8994], [2.6277, -1.4431, -2.5473], [1.8323, -2.2027, -1.1593], [3.5445, -3.8632, -4.0191], [2.6977, -2.4685, -4.6978], [1.7824, -5.1210, -4.9522], [2.4970, -5.1395, -2.0431], [1.0614, -5.4064, -3.0621], [-0.0520, -3.1944, -4.2084], [0.4224, -1.6570, -3.4440], [2.4556, 2.5652, -2.6612], [1.2069, 3.4061, -2.4544], [0.9741, 3.7503, -0.9935], [0.0850, 2.7694, -3.0988], [-1.0052, 1.7482, -2.4709], [-2.3707, 2.7324, -1.4451], [0.0154, 0.2345, -1.6107], [-1.5836, 1.1309, -3.8315], [-2.0326, 1.7820, -5.0359], [-0.8856, 1.7602, -6.0331], [-2.5997, 3.1767, -4.8465], [3.3320, 3.1063, -2.2968], [2.5953, 2.3464, -3.7208], [2.3669, 1.6243, -2.1188], [1.3143, 4.3388, -3.0158], [0.8651, 2.8459, -0.3937], [0.0770, 4.3540, -0.8700], [1.8370, 4.3118, -0.6278], [-2.8324, 1.1283, -5.3927], [-0.0639, 2.3734, -5.6624], [-1.2139, 2.1528, -6.9981], [-0.5250, 0.7411, -6.1737], [-1.8359, 3.8692, -4.4925], [-3.4162, 3.1798, -4.1286], [-2.9700, 3.5260, -5.8134], [-4.8767, 0.1439, 0.0911], [-3.8335, 0.1085, -0.8501], [-4.5510, 0.5485, 1.0585], [-5.2041, -0.8837, 0.2529], [-5.7393, 0.7298, -0.2517], [-3.4796, 1.0011, -0.9855]], "forces_ev_per_a": [[0.39, -0.60, -0.68], [0.00, 0.01, 0.00], [0.03, 0.00, 0.01], [-0.01, -0.01, -0.01], [0.02, 0.03, -0.01], [-0.11, -0.05, 0.09], [-0.07, 0.26, -0.19], [-0.01, 0.00, -0.07], [0.00, -0.02, 0.00], [0.14, -0.54, 0.15], [-0.21, 0.49, 0.06], [0.12, -0.16, -0.12], [0.04, -0.01, 0.07], [0.01, 0.03, 0.07], [0.08, 0.06, -0.15], [-0.07, 0.08, 0.27], [-0.04, 0.05, -0.11], [-0.25, 0.28, 0.33], [0.13, -0.10, -0.09], [0.04, 0.08, 0.01], [0.04, -0.03, 0.05], [0.06, -0.04, 0.06], [0.00, 0.00, 0.00], [0.00, 0.00, 0.00], [0.00, 0.00, 0.00], [0.00, 0.01, 0.01], [-0.08, -0.01, -0.04], [0.00, 0.02, 0.00], [0.00, 0.00, 0.00], [-0.01, -0.02, -0.01], [-0.01, 0.00, -0.01], [-0.06, 0.01, 0.02], [-0.01, 0.00, -0.01], [0.03, -0.01, 0.03], [0.03, 0.03, -0.04], [-0.02, -0.03, 0.04], [-0.01, 0.01, 0.02], [0.04, 0.02, 0.01], [-0.06, 0.01, 0.02], [0.01, -0.01, -0.03], [0.01, -0.11, -0.05], [0.06, 0.04, 0.00], [-0.20, 0.07, 0.00], [-0.03, -0.02, 0.03], [0.00, 0.00, -0.01], [0.00, 0.02, 0.00], [0.00, 0.02, 0.02], [-0.01, -0.01, -0.02], [0.05, -0.01, -0.01], [0.01, 0.01, -0.01], [0.00, -0.01, 0.02], [-0.03, -0.03, 0.03], [0.00, 0.02, -0.03], [-0.02, -0.01, 0.00], [-0.01, 0.05, 0.00], [-0.02, 0.00, -0.01], [0.00, -0.16, 0.04], [-0.11, -0.04, -0.14], [0.27, 0.36, -0.03], [0.22, 0.36, 0.31], [-0.07, 0.03, 0.06], [0.06, -0.01, -0.03], [-0.01, 0.01, 0.00], [0.00, 0.00, 0.03], [-0.01, 0.01, -0.01], [-0.01, 0.00, 0.00], [0.00, 0.00, 0.00], [0.00, 0.00, 0.01], [0.03, -0.01, 0.00], [0.00, 0.00, 0.00], [-0.01, -0.01, 0.00], [0.01, 0.00, 0.00], [0.00, 0.00, -0.01], [-0.01, -0.01, 0.00], [0.01, 0.00, 0.01], [0.01, 0.00, 0.00], [-0.01, -0.01, 0.00], [0.00, 0.01, 0.01], [0.15, 0.00, 0.01], [-0.55, -0.42, 0.01], [0.00, 0.01, 0.01], [-0.03, 0.00, 0.02], [-0.01, 0.01, -0.01], [0.08, 0.02, 0.01]], "mulliken_charge": [1.0003, -0.7800, -0.4633, 1.0120, -0.3354, -0.4142, -0.3473, -0.0443, -0.6827, -0.4986, -0.6037, 0.1202, -0.2577, -0.8949, 1.1221, -0.7152, -0.3165, -0.1853, 0.2015, -1.3772, -0.5911, 0.5919, 0.2339, 0.3100, 0.3202, 0.3906, 0.3949, 0.4313, 0.4141, 0.3677, 0.4361, 0.1350, 0.4962, 0.5989, -0.6036, -0.8594, 1.6940, -1.1593, -0.5382, -1.2630, -0.1033, -0.8893, -0.1704, 0.3426, 0.3313, 0.3585, 0.4210, 0.3734, 0.3714, 0.4632, 0.4186, 0.4504, 0.3219, -1.1635, 0.3528, -1.1954, -0.3502, 0.5934, -0.5804, -0.5593, -0.3092, 0.5745, -1.2380, -1.3925, 0.4673, 0.2940, 0.1356, 0.2991, 0.1212, 0.3311, 0.5009, 0.3569, 0.1638, 0.4470, 0.2710, 0.2403, 0.3186, 0.4775, -0.6366, -0.2254, 0.1758, 0.2262, 0.2777, -0.0040], "homo_ev": -3.9, "total_charge": -1, "largest_force_ha_per_bohr": 0.0191, "lumo_energy_ev": 2.13}

---

Record 3
{"formula": "C36H56AsGe2MnN2S", "method": "ωB97M-V/def2-TZVPD", "species": ["Mn", "S", "C", "C", "C", "C", "C", "C", "C", "C", "C", "N", "H", "H", "H", "H", "H", "H", "C", "C", "Ge", "C", "C", "C", "C", "Ge", "C", "C", "C", "C", "C", "C", "C", "C", "C", "C", "H", "H", "H", "H", "H", "H", "H", "H", "H", "H", "H", "H", "H", "H", "H", "H", "H", "H", "H", "H", "H", "H", "H", "H", "H", "H", "C", "C", "C", "C", "C", "N", "H", "H", "H", "H", "H", "H", "H", "H", "H", "C", "C", "As", "C", "C", "C", "C", "H", "H", "H", "H", "H", "H", "H", "H", "H", "H", "H", "H", "H", "H", "H"], "positions_angstrom": [[-0.3309, 0.1190, 0.4725], [-1.5124, -2.1408, 4.2711], [-0.3389, -1.0143, 4.7908], [0.1068, -0.2280, 3.7718], [-0.4852, -0.5037, 2.5026], [-1.3954, -1.5360, 2.6412], [-2.1950, -2.0936, 1.5642], [-3.1250, -3.1268, 1.7319], [-3.8439, -3.5777, 0.6439], [-3.6171, -3.0122, -0.6071], [-2.6734, -2.0093, -0.7007], [-1.9935, -1.5479, 0.3490], [-0.0433, -0.9964, 5.8291], [0.8601, 0.5319, 3.9359], [-3.2690, -3.5554, 2.7146], [-4.5762, -4.3659, 0.7616], [-4.1552, -3.3409, -1.4848], [-2.4365, -1.5478, -1.6547], [4.6948, -0.9461, 1.8024], [3.1863, -0.8357, 1.5818], [2.7817, 0.3170, -0.0023], [3.1329, -0.5064, -1.7921], [4.6128, -0.8505, -1.9664], [3.9153, 1.9170, 0.0555], [3.1627, 3.0273, -0.0125], [1.2634, 2.4331, 0.0270], [0.4533, 2.9355, 1.8065], [0.5674, 4.3955, 2.2398], [0.3095, 2.7883, -1.7145], [0.6994, 4.0930, -2.4075], [3.6464, 4.4166, -0.0681], [5.0100, 4.7265, -0.0549], [5.4380, 6.0413, -0.0970], [4.5192, 7.0810, -0.1583], [3.1642, 6.7909, -0.1841], [2.7391, 5.4741, -0.1396], [4.9116, -1.5394, 2.6921], [5.1357, 0.0412, 1.9454], [5.1913, -1.4194, 0.9542], [2.7056, -0.3721, 2.4451], [2.7244, -1.8142, 1.4535], [2.8351, 0.2446, -2.5278], [2.5081, -1.3842, -1.9493], [5.2453, 0.0057, -1.7263], [4.8217, -1.1358, -2.9986], [4.9076, -1.6828, -1.3256], [5.0028, 1.9357, 0.0828], [1.0190, 2.3130, 2.5027], [-0.5806, 2.5921, 1.8453], [1.6105, 4.7086, 2.2593], [0.1599, 4.5068, 3.2462], [0.0190, 5.0727, 1.5833], [-0.7662, 2.7306, -1.5649], [0.5936, 1.9445, -2.3499], [0.3151, 4.9683, -1.8828], [0.2922, 4.1166, -3.4202], [1.7837, 4.1863, -2.4759], [5.7470, 3.9355, -0.0143], [6.4984, 6.2579, -0.0812], [4.8573, 8.1081, -0.1898], [2.4391, 7.5933, -0.2372], [1.6798, 5.2467, -0.1634], [2.7301, -4.3812, -0.6618], [1.2805, -4.2508, -0.1664], [0.3235, -5.0838, -1.0316], [1.1734, -4.6780, 1.3081], [0.8937, -2.8481, -0.2537], [0.6042, -1.7418, -0.3127], [3.0504, -5.4176, -0.5584], [3.4011, -3.7550, -0.0717], [2.8188, -4.0951, -1.7104], [0.6011, -6.1344, -0.9535], [0.3770, -4.7891, -2.0799], [-0.7065, -4.9720, -0.6893], [1.4513, -5.7285, 1.3899], [0.1551, -4.5566, 1.6799], [1.8430, -4.0934, 1.9396], [-3.1940, 1.7483, -2.6648], [-3.8595, 1.3842, -1.3377], [-2.6706, 1.5395, 0.2295], [-2.9539, 3.4406, 0.7080], [-2.2435, 4.5062, -0.1189], [-3.8933, 0.7488, 1.5590], [-5.1656, 1.5235, 1.8884], [-3.8583, 1.5387, -3.5031], [-2.2751, 1.1753, -2.8081], [-2.9394, 2.8074, -2.7007], [-4.2050, 0.3487, -1.3642], [-4.7328, 2.0113, -1.1550], [-2.6664, 3.5328, 1.7576], [-4.0319, 3.5898, 0.6448], [-1.1599, 4.4351, -0.0239], [-2.5407, 5.4971, 0.2267], [-2.4978, 4.4368, -1.1768], [-3.3130, 0.5774, 2.4673], [-4.1549, -0.2321, 1.1583], [-4.9590, 2.4053, 2.4935], [-5.8364, 0.8826, 2.4617], [-5.7090, 1.8365, 0.9954]], "forces_ev_per_a": [[-0.33, -0.62, 0.39], [0.06, 0.15, -0.20], [-0.08, -0.12, 0.10], [0.05, 0.04, -0.03], [-0.11, -0.10, -0.18], [0.25, 0.13, 0.37], [-0.11, -0.05, -0.28], [0.10, 0.05, 0.02], [0.01, 0.02, 0.02], [0.00, 0.00, -0.08], [-0.01, 0.01, 0.02], [-0.08, 0.03, 0.09], [0.02, 0.02, -0.03], [-0.02, 0.02, 0.02], [-0.06, -0.02, -0.01], [0.01, 0.00, 0.02], [0.01, -0.01, 0.01], [-0.06, -0.01, 0.00], [-0.10, 0.02, -0.04], [-0.27, 0.28, -0.33], [0.41, 0.09, -0.03], [-0.20, 0.13, 0.36], [-0.08, 0.06, 0.03], [-0.11, -0.20, 0.00], [-0.32, -0.26, 0.00], [0.32, 0.38, -0.07], [0.17, -0.17, -0.45], [0.02, -0.08, -0.05], [0.27, -0.03, 0.39], [-0.04, -0.10, -0.04], [0.08, 0.30, -0.02], [-0.06, -0.02, 0.00], [0.08, 0.01, 0.01], [-0.04, -0.04, -0.01], [-0.02, 0.11, 0.00], [0.04, -0.22, 0.03], [0.02, 0.00, 0.00], [0.07, -0.03, 0.00], [0.06, 0.02, 0.03], [-0.02, -0.04, 0.00], [0.00, -0.01, 0.01], [-0.02, 0.00, 0.00], [0.00, 0.05, -0.02], [0.06, -0.05, -0.01], [0.03, -0.02, 0.01], [0.04, 0.01, 0.00], [0.02, 0.06, 0.01], [-0.06, -0.05, 0.02], [0.02, -0.01, 0.09], [-0.02, 0.08, 0.03], [0.01, 0.05, 0.01], [0.06, 0.01, 0.05], [-0.02, -0.03, -0.03], [-0.04, -0.03, 0.02], [0.02, 0.00, 0.01], [0.02, 0.02, -0.01], [-0.03, 0.08, -0.05], [-0.01, -0.01, 0.02], [-0.01, 0.00, 0.00], [0.01, 0.00, 0.00], [0.00, -0.02, 0.00], [0.01, 0.09, 0.04], [-0.01, 0.08, 0.00], [0.15, -0.48, 0.10], [-0.05, 0.10, -0.02], [-0.02, 0.09, 0.01], [-0.03, 0.15, -0.09], [0.04, 0.06, -0.15], [-0.03, -0.01, 0.00], [0.01, -0.01, 0.00], [-0.01, 0.00, 0.01], [0.02, 0.00, 0.01], [0.01, 0.00, 0.01], [0.00, -0.01, 0.00], [0.00, -0.01, -0.02], [0.01, 0.00, 0.00], [-0.01, 0.00, 0.00], [-0.04, -0.04, 0.18], [0.24, 0.00, -0.14], [-0.60, 0.38, 0.02], [0.13, -0.06, -0.09], [0.04, -0.13, -0.02], [0.06, -0.09, 0.10], [0.05, 0.02, -0.08], [0.00, 0.00, -0.01], [0.00, 0.02, -0.07], [0.05, -0.01, -0.06], [0.01, -0.01, 0.09], [0.01, 0.01, 0.05], [-0.07, -0.02, 0.03], [-0.01, -0.04, 0.08], [-0.05, -0.02, -0.07], [0.00, 0.01, -0.01], [0.02, 0.02, -0.02], [0.04, -0.05, -0.04], [0.06, 0.00, -0.01], [-0.02, 0.02, -0.03], [0.00, 0.02, 0.03], [0.00, 0.01, 0.00]], "lowdin_spin": [4.6587, 0.0112, -0.0037, 0.0123, 0.0267, 0.0254, 0.0057, 0.0033, 0.0004, 0.0044, 0.0062, 0.0443, 0.0001, 0.0011, 0.0004, -0.0001, 0.0004, 0.0014, 0.0010, 0.0048, 0.0154, 0.0022, 0.0006, 0.0037, 0.0036, 0.0254, 0.0174, 0.0043, 0.0121, 0.0028, 0.0004, 0.0002, 0.0000, 0.0000, 0.0000, 0.0000, 0.0003, 0.0000, 0.0000, 0.0004, 0.0000, 0.0001, 0.0000, 0.0001, 0.0002, 0.0000, 0.0003, 0.0010, 0.0046, 0.0001, 0.0005, 0.0001, 0.0020, 0.0016, 0.0001, 0.0004, 0.0000, 0.0000, 0.0000, 0.0000, 0.0000, 0.0000, 0.0005, 0.0023, 0.0006, 0.0013, 0.0207, 0.0342, 0.0001, 0.0000, 0.0000, 0.0001, 0.0000, 0.0000, 0.0002, 0.0000, 0.0000, 0.0011, 0.0069, 0.0210, 0.0033, 0.0002, 0.0014, 0.0001, 0.0001, 0.0009, 0.0001, 0.0001, 0.0005, 0.0000, 0.0003, 0.0000, 0.0001, 0.0000, -0.0001, 0.0000, 0.0000, 0.0001, 0.0000], "homo_ev": [-10.5, -10.5], "total_charge": 1, "largest_force_ha_per_bohr": 0.0157, "multiplicity": 6, "lumo_energy_ev": [-2.18, -2.53]}

---

Ordered total energy results: -288.5744; -7826.9523; -9453.4284; unit a.u..
Ordered relative energy (zero: lowest compared OMol25 entry of this formula, charge and spin) results: 130.3; 49.3; 13.3; unit kcal/mol.